1.
A cluster of 25 separate species, C2H52BNO30S in total at a distorted geometry. Source: the Open Molecules 2025 dataset; level of theory: ωB97M-V/def2-TZVPD.

Geometry (Å):
N: 5.002582 -1.964147 1.449036
C: 5.112206 -0.776973 0.907685
O: 5.231360 0.631732 0.495145
O: 4.552718 0.861190 -0.595147
S: 3.097747 1.722607 -0.187509
O: 3.173072 1.857911 1.353270
O: 1.848157 0.684825 -0.703678
C: 0.569965 0.963176 -0.030725
B: 0.034622 -0.517226 0.549328
O: 0.293648 -1.809630 -0.170160
O: -0.708927 -0.570532 1.824391
H: 0.620051 1.765024 0.820870
H: -0.295269 1.312697 -0.775625
H: 1.250802 -1.855323 -0.469587
H: -0.803178 0.394008 2.102944
O: -1.903473 2.083212 2.600394
H: -2.852023 1.904780 2.514223
H: -1.854039 3.046429 2.693983
O: 1.223473 -2.531365 3.793955
H: 1.553295 -3.185155 3.159300
H: 0.667162 -1.945593 3.258811
O: -1.608325 5.387382 3.274828
H: -1.079417 5.492170 4.079991
H: -1.968327 6.272621 3.114391
O: -2.354933 -3.724090 0.106479
H: -2.191183 -3.606486 -0.841343
H: -1.909954 -2.967251 0.516573
O: -3.827583 -0.809885 1.919666
H: -4.225112 -1.682664 2.058371
H: -2.903376 -1.005278 1.703673
O: 3.466700 4.018245 -1.568331
H: 3.144038 4.911298 -1.761609
H: 4.413927 4.063365 -1.767615
O: -3.182049 -2.528456 -2.698250
H: -3.339144 -2.175572 -3.586961
H: -4.054141 -2.839427 -2.412345
O: 0.598628 4.099786 -3.385160
H: 1.410244 3.801136 -2.948011
H: 0.915793 4.580623 -4.164385
O: -2.701372 1.030555 5.522532
H: -1.889756 0.731905 5.959682
H: -2.384207 1.511392 4.743307
O: -4.349615 -1.671757 -5.665845
H: -4.019794 -2.325548 -6.300500
H: -4.905926 -1.085986 -6.200990
O: -3.808836 -6.126726 -1.317350
H: -3.645086 -6.009122 -2.265173
H: -3.363856 -5.369887 -0.907256
O: 1.493780 6.615660 -1.405316
H: 0.545229 6.437228 -1.491487
H: 1.543213 7.578877 -1.311727
O: -0.057248 -5.835156 0.213584
H: -0.074597 -6.134465 1.135064
H: -0.785933 -5.198614 0.160471
O: 6.938559 2.463201 -1.134999
H: 6.609512 2.522792 -2.044498
H: 6.234151 1.995773 -0.661385
O: 6.335033 3.583748 -4.026797
H: 6.376668 4.326036 -4.648318
H: 6.170520 2.814087 -4.592082
O: -5.757248 -5.687788 -3.451855
H: -5.774597 -5.987096 -2.530375
H: -6.485933 -5.051245 -3.504968
O: -5.139031 2.852025 5.575793
H: -5.948954 2.333143 5.458321
H: -4.469815 2.191538 5.810094
O: -2.361492 0.755869 -5.554955
H: -2.759022 -0.116910 -5.416250
H: -1.437286 0.560475 -5.770949
O: -3.310437 2.613789 8.452693
H: -2.980615 1.959998 7.818038
H: -3.866748 3.199560 7.917549
O: 8.258834 1.532751 -4.991299
H: 8.363015 0.571994 -4.919859
H: 8.320352 1.843602 -4.075561
O: -1.937255 6.291704 6.208304
H: -1.954604 5.992396 7.129784
H: -2.665940 6.928247 6.155191
O: -2.110437 -7.961673 0.322309
H: -1.780615 -8.615464 -0.312346
H: -2.666748 -7.375901 -0.212836
O: -0.741166 -7.112155 -2.430017
H: -0.636985 -8.072912 -2.358577
H: -0.679648 -6.801304 -1.514279
O: 7.962745 -0.798345 -1.554699
H: 7.945396 -1.097653 -0.633219
H: 7.234060 -0.161802 -1.607812

Forces on atoms 1 to 3 (eV/Å):
1.057 10.796 -5.070
-0.877 -6.732 3.964
2.427 -5.372 4.885

The charge is 0. The value obtained for the LUMO energy is -0.372 eV. Its calculated total energy is -77339.849 eV. The value obtained for the strongest force on any atom is 11.97 eV/A. As for the HOMO-LUMO gap: 10.1 eV.

2.
The molecule C5H8ClNO at a distorted geometry. Source: the Open Molecules 2025 dataset; level of theory: ωB97M-V/def2-TZVPD.

Geometry (Å):
C: 1.143884 -0.197290 1.380408
C: 0.846078 0.086065 -0.072378
Cl: 2.403088 0.335661 -0.906415
C: -0.034582 -0.996975 -0.682341
C: -1.441030 -0.454060 -0.511638
N: -1.230096 0.978972 -0.563219
C: -0.013981 1.381583 -0.219288
O: 0.382356 2.524580 -0.087854
H: 0.278642 -0.309203 2.014384
H: 1.779398 -1.061834 1.438203
H: 1.735797 0.645457 1.739734
H: 0.111465 -2.059290 -0.415077
H: 0.131462 -0.995789 -1.747352
H: -2.150240 -0.640229 -1.307678
H: -1.859302 -0.770966 0.480244
H: -2.082940 1.533320 -0.539740

Forces on atoms 1 to 3 (eV/Å):
0.868 0.987 0.064
-0.453 -0.124 0.345
-0.098 -0.179 -0.161

The charge is 0. As for the SMILES: C[C@@]1(Cl)CCNC1=O. The value obtained for the LUMO energy is 0.700 eV. Its calculated total energy is -21375.278 eV. The value obtained for the strongest force on any atom is 2.07 eV/A. Its energy above the lowest of the compared OMol25 structures with the same formula, charge and spin is 2.8 kJ/mol. As for the HOMO-LUMO gap: 10.5 eV.

3.
The molecule C2H5FO at a distorted geometry. Source: the Open Molecules 2025 dataset; level of theory: ωB97M-V/def2-TZVPD.

Geometry (Å):
C: -1.037040 -0.313931 0.110664
C: 0.505562 0.110346 -0.382553
O: 1.088485 1.293497 0.088940
F: 1.267416 -0.912000 0.146764
H: -0.935565 -0.761466 1.037299
H: -1.526256 0.646554 0.171824
H: -1.260199 -1.042054 -0.717189
H: 0.788547 -0.050471 -1.503150
H: 1.109049 1.029521 1.047404

Forces on atoms 1 to 3 (eV/Å):
3.390 1.653 -3.963
-0.293 -1.280 -1.287
-1.211 -1.375 1.158

The charge is 0. As for the SMILES: C[C@@H](O)F. The value obtained for the LUMO energy is 1.011 eV. Its calculated total energy is -6919.104 eV. The value obtained for the strongest force on any atom is 5.47 eV/A. Its energy above the lowest of the compared OMol25 structures with the same formula, charge and spin is 48.8 kJ/mol. As for the HOMO-LUMO gap: 11.8 eV.

4.
A structure of composition C62H68ClN3O9S2SiSr at a distorted geometry. Source: the Open Molecules 2025 dataset; level of theory: ωB97M-V/def2-TZVPD.

Geometry (Å):
Sr: -0.547203 0.250558 -0.394616
O: -0.888723 -1.943280 1.684383
C: -2.145406 -2.640760 1.630320
C: -3.006979 -1.787952 0.661311
C: -3.404036 -0.434071 1.193872
C: -4.658565 -0.241209 1.761310
C: -4.984341 1.009596 2.247120
C: -4.065900 2.041266 2.132947
C: -2.846615 1.796856 1.516160
C: -1.851151 2.914167 1.295165
C: -0.430108 2.591023 1.851274
O: 0.188843 1.659814 1.071793
C: 0.462114 3.849567 1.887652
C: 0.083605 5.093546 1.399471
C: 0.963939 6.175048 1.426104
C: 2.235567 6.024745 1.949380
C: 2.628905 4.776783 2.429780
C: 1.757154 3.704943 2.388114
C: -0.597857 2.144836 3.318956
C: -0.058257 0.934292 3.720779
C: -0.186555 0.500525 5.036574
C: -0.847800 1.287555 5.966694
C: -1.381678 2.511773 5.573551
C: -1.254270 2.936783 4.260740
N: -2.536673 0.572564 1.072316
C: -2.866395 -2.706627 2.975009
C: -2.783076 -1.651169 3.882444
C: -3.519808 -1.662723 5.054519
C: -4.370194 -2.724924 5.339773
C: -4.471029 -3.772724 4.439015
C: -3.720951 -3.763006 3.267388
C: -1.945226 -4.041698 1.018143
C: -2.503429 -4.402493 -0.203337
C: -2.287985 -5.668151 -0.743903
C: -1.515132 -6.592288 -0.062757
C: -0.945920 -6.235168 1.156004
C: -1.154549 -4.974389 1.690224
H: -3.922199 -2.337941 0.442523
H: -2.445668 -1.700478 -0.274103
H: -5.351063 -1.069985 1.826962
H: -5.948596 1.182939 2.709445
H: -4.292773 3.033532 2.501106
H: -2.263278 3.819759 1.742983
H: -1.738314 3.077350 0.216788
H: -0.902117 5.231338 0.973652
H: 0.646165 7.136107 1.038158
H: 2.916492 6.866534 1.986297
H: 3.626318 4.642181 2.832560
H: 2.065402 2.725862 2.736123
H: 0.434043 0.314097 2.984950
H: 0.211416 -0.468688 5.310899
H: -0.955228 0.950150 6.991217
H: -1.900492 3.134628 6.293607
H: -1.665131 3.898189 3.969620
H: -2.132474 -0.814635 3.672112
H: -3.427043 -0.830526 5.742227
H: -4.947759 -2.734287 6.257090
H: -5.126320 -4.610293 4.647511
H: -3.802451 -4.592039 2.575916
H: -3.063040 -3.692761 -0.793644
H: -2.713314 -5.909372 -1.711200
H: -1.341297 -7.575867 -0.484590
H: -0.315851 -6.938149 1.688552
H: -0.660355 -4.671947 2.607555
O: 0.375423 1.584412 -2.093051
S: 1.166999 2.109440 -3.241447
C: 2.768380 2.637111 -2.554547
C: 2.694308 3.039771 -1.085400
C: 4.070368 3.000986 -0.403447
C: 4.933103 1.784685 -0.727551
S: 4.167046 0.159465 -0.313288
O: 2.752667 0.166544 -0.790008
C: 5.066981 -0.721644 -1.610403
C: 4.290869 -1.466601 -2.481315
C: 4.912534 -2.164777 -3.510684
C: 6.290424 -2.116834 -3.658584
C: 7.058938 -1.376502 -2.765816
C: 6.449563 -0.680536 -1.734657
C: 0.485846 3.731846 -3.556517
C: 0.485509 4.224461 -4.851291
C: -0.054223 5.479606 -5.098583
C: -0.596267 6.216168 -4.054757
C: -0.609999 5.700843 -2.764427
C: -0.073554 4.449306 -2.509124
H: 3.151024 3.422884 -3.210590
H: 3.372374 1.740202 -2.683678
H: 2.016160 2.365798 -0.564681
H: 2.284319 4.046778 -0.977665
H: 3.914354 3.081921 0.672410
H: 4.654717 3.879109 -0.700461
H: 5.845219 1.799353 -0.125938
H: 5.222759 1.774812 -1.777153
H: 3.219271 -1.525144 -2.318264
H: 4.310579 -2.758242 -4.187133
H: 6.770211 -2.663690 -4.460756
H: 8.136997 -1.351376 -2.867628
H: 7.051945 -0.128331 -1.023966
H: 0.888810 3.623646 -5.657598
H: -0.071761 5.871837 -6.107301
H: -1.029723 7.188780 -4.250929
H: -1.056073 6.266609 -1.956571
H: -0.113199 4.010477 -1.519194
C: 0.423174 -1.850727 -3.680947
C: 0.741885 -2.921801 -2.670131
N: 0.189517 -4.126660 -2.904659
O: 1.468123 -2.702025 -1.698326
H: 0.535351 -2.227148 -4.697322
H: 1.068956 -0.989063 -3.515514
H: -0.622445 -1.559101 -3.547831
H: -0.646517 -4.170890 -3.504950
H: 0.208058 -4.756031 -2.114621
N: 2.429607 -3.280224 1.243283
C: 3.688329 -2.881927 1.525818
C: 3.978523 -2.270403 2.768484
C: 5.261780 -1.875330 3.076982
C: 6.320738 -2.079386 2.186469
C: 6.045261 -2.694816 0.972641
C: 4.756771 -3.075216 0.633153
H: 1.693362 -3.103277 1.948521
H: 2.160371 -3.408977 0.278907
H: 3.156144 -2.116028 3.457103
H: 5.450535 -1.394529 4.031074
H: 7.329311 -1.777609 2.441685
H: 6.849007 -2.878796 0.267592
H: 4.558991 -3.546769 -0.322538
Cl: -5.189394 -4.796532 -4.591132
C: -4.511758 -3.370957 -3.721455
C: -2.977117 -3.352702 -3.566701
O: -2.283040 -4.046087 -4.336053
O: -2.602249 -2.581161 -2.661331
H: -4.978496 -3.339570 -2.741358
H: -4.811650 -2.487485 -4.281831
C: -3.470792 2.897890 -2.015959
Si: -2.873344 1.056530 -2.264429
C: -2.594506 1.100447 -4.175678
C: -4.607665 0.226941 -2.131428
H: -4.253096 3.165000 -2.739962
H: -2.655101 3.619665 -2.134160
H: -3.891350 3.036864 -1.013165
H: -3.488621 1.433850 -4.718792
H: -2.316436 0.113766 -4.558622
H: -1.781689 1.793411 -4.426989
H: -5.333620 0.664937 -2.830514
H: -4.533313 -0.844498 -2.330450
H: -5.011203 0.351823 -1.120280
O: -0.205228 -1.943153 3.067221
O: 0.592546 -3.014728 3.262205

Forces on atoms 1 to 3 (eV/Å):
0.631 -2.227 -0.538
-0.229 -0.039 -0.263
0.122 -0.065 -0.009

The charge is -2. The value obtained for the LUMO energy is 3.346 eV. Its calculated total energy is -131202.455 eV. The value obtained for the strongest force on any atom is 2.38 eV/A. Its energy above the lowest of the compared OMol25 structures with the same formula, charge and spin is 0.0 kJ/mol. As for the HOMO-LUMO gap: 4.7 eV.

5.
The molecule C5H8O at a distorted geometry. Source: the Open Molecules 2025 dataset; level of theory: ωB97M-V/def2-TZVPD.

Geometry (Å):
C: 1.502134 -1.029418 0.004439
C: 0.252220 -0.142781 -0.055036
C: 0.663928 1.252921 -0.065247
C: -0.903973 -0.702751 -0.081408
C: -2.186234 0.106838 -0.044851
O: -3.237089 -0.341221 -0.010913
H: 1.282998 -2.084392 -0.235494
H: 2.097798 -0.597500 -0.794077
H: 2.004713 -1.092778 0.879874
H: 1.661328 1.395691 -0.078603
H: 0.430444 1.715470 1.063726
H: -0.155361 1.912597 -0.858997
H: -1.295284 -1.713092 0.057969
H: -2.117625 1.320413 0.218623

Forces on atoms 1 to 3 (eV/Å):
-2.295 -0.676 -3.387
4.023 -1.727 0.758
-7.300 3.842 1.565

The charge is 0. As for the SMILES: CC(C)=CC=O. The value obtained for the LUMO energy is 0.699 eV. Its calculated total energy is -7359.131 eV. The value obtained for the strongest force on any atom is 8.40 eV/A. Its energy above the lowest of the compared OMol25 structures with the same formula, charge and spin is 301.4 kJ/mol. As for the HOMO-LUMO gap: 10.0 eV.